96
Properties=species:S:1:pos:R:3:forces:R:3 method="wB97M-V/def2-TZVPD" total_energy_ha=-3333.03403 charge=+2
Al 0.060346 0.180641 0.281775 0.2 -0.3 0.5
C -0.175005 -3.508622 -0.986282 0.0 0.2 0.0
N 0.066262 -2.250432 -0.233756 0.1 -0.4 0.2
P 1.670313 -1.585931 -0.068906 -0.7 -0.4 -0.6
C 2.682982 -2.840660 0.720808 0.1 0.4 0.2
C 2.949417 -2.776959 2.087420 0.0 0.1 0.0
C 3.650059 -3.804188 2.700166 0.0 0.0 0.0
C 4.074228 -4.893661 1.952239 0.0 0.0 -0.1
C 3.812180 -4.956420 0.585721 0.0 0.0 0.0
C 3.125869 -3.927232 -0.039195 0.0 -0.1 0.1
C 2.341675 -1.384151 -1.727542 0.2 0.0 0.1
C 1.555241 -1.273056 -2.871211 0.0 0.1 0.0
C 2.155124 -1.005234 -4.093608 0.0 0.0 0.0
C 3.529879 -0.824295 -4.172065 0.0 0.0 0.0
C 4.314913 -0.908642 -3.027296 0.0 0.0 0.0
C 3.725238 -1.188257 -1.805264 0.0 -0.1 -0.1
P -0.933554 -1.784378 1.114321 0.1 -0.3 -0.6
C -0.550724 -2.738533 2.581064 0.1 0.3 0.2
C -0.081211 -4.048374 2.546688 0.0 -0.1 0.0
C 0.135733 -4.725918 3.736851 0.0 0.0 0.0
C -0.099086 -4.098167 4.954156 0.0 0.0 0.0
C -0.565468 -2.789683 4.991821 0.0 0.0 0.0
C -0.793062 -2.108360 3.806464 0.0 -0.1 -0.1
C -2.644109 -2.107110 0.724017 -0.1 0.3 0.1
C -3.194646 -3.385851 0.847442 -0.1 0.0 0.0
C -4.553242 -3.563587 0.654314 0.0 0.0 0.0
C -5.367479 -2.470361 0.367404 0.0 -0.1 0.0
C -4.828273 -1.196297 0.263171 0.0 0.0 0.0
C -3.465018 -1.010616 0.441491 0.0 -0.2 -0.1
H 0.175255 -3.400537 -2.009935 0.0 0.0 0.0
H -1.243341 -3.712055 -1.017516 0.0 0.0 0.0
H 0.343826 -4.351123 -0.531354 0.0 0.0 0.0
H 2.615712 -1.927728 2.676037 0.0 0.0 0.0
H 3.862982 -3.755235 3.760603 0.0 0.0 0.0
H 4.625189 -5.694555 2.430269 0.0 0.0 0.0
H 4.152508 -5.803035 0.003056 0.0 0.0 0.0
H 2.952484 -3.965181 -1.108269 0.0 0.0 0.0
H 0.479870 -1.383494 -2.816288 0.0 0.0 0.0
H 1.546384 -0.939060 -4.988244 0.0 0.0 0.1
H 3.992208 -0.619541 -5.129976 0.0 0.0 0.0
H 5.386891 -0.763848 -3.088705 -0.1 0.0 0.0
H 4.341008 -1.266511 -0.915936 0.0 0.0 0.0
H 0.119986 -4.547089 1.604839 0.0 0.0 0.1
H 0.490037 -5.748708 3.711668 0.0 0.0 0.0
H 0.083437 -4.630639 5.879082 0.0 0.0 0.0
H -0.753248 -2.305668 5.942282 0.0 0.0 -0.1
H -1.181152 -1.094690 3.831695 0.0 0.0 0.0
H -2.572794 -4.234954 1.103314 0.0 0.0 0.0
H -4.985472 -4.553029 0.743789 0.0 0.1 0.0
H -6.433837 -2.616234 0.232992 0.1 0.0 0.0
H -5.469043 -0.350665 0.048902 0.0 0.0 0.0
H -3.039158 -0.019246 0.357528 0.0 0.1 0.0
C -0.661343 2.371680 3.213676 -0.1 0.0 -0.1
C 0.632810 2.264660 2.431615 0.0 -0.1 0.2
C 1.339167 3.595178 2.311704 0.0 0.1 -0.2
C 1.544705 1.192408 2.996352 0.1 0.0 -0.3
O 0.270329 1.786333 1.034989 0.1 0.4 -0.1
Si -0.292385 2.755784 -0.352959 -0.1 -0.2 0.1
S -0.756344 1.034751 -1.532425 0.1 0.2 0.1
O -1.552319 3.520053 0.262688 0.0 0.2 0.0
C -2.391258 4.604762 -0.288227 0.2 0.0 -0.1
C -2.496709 4.426276 -1.797151 0.1 -0.1 0.0
C -1.723400 5.920568 0.073038 0.1 0.0 0.0
C -3.737014 4.452477 0.383805 -0.1 -0.1 0.0
O 0.881486 3.688489 -0.874729 0.0 0.1 0.0
C 2.058693 3.606780 -1.740105 0.0 -0.1 0.0
C 2.924512 2.442814 -1.287112 0.1 0.0 0.1
C 1.603615 3.418357 -3.179216 -0.1 0.0 0.0
C 2.771731 4.928885 -1.558398 0.1 0.1 0.0
H -0.443401 2.727027 4.222060 0.0 0.0 0.0
H -1.153012 1.397057 3.289634 0.0 0.0 0.0
H -1.348026 3.070161 2.735389 0.0 0.0 0.0
H 1.667573 3.906229 3.304017 0.0 0.0 0.0
H 0.673220 4.365647 1.912943 0.1 -0.1 0.1
H 2.215341 3.522363 1.663817 0.0 0.0 0.1
H 1.809618 1.438041 4.023423 0.0 0.0 0.0
H 2.465953 1.113723 2.412406 0.0 0.0 0.0
H 1.043909 0.219539 3.007539 0.0 -0.1 0.1
H -1.516481 4.555338 -2.276062 -0.1 0.0 0.1
H -3.173242 5.172254 -2.216506 0.1 0.0 0.0
H -2.887583 3.434042 -2.043898 0.0 0.1 0.0
H -0.721572 5.971678 -0.361832 -0.1 0.0 0.0
H -1.643778 6.024581 1.157745 0.0 0.0 -0.1
H -2.309925 6.758355 -0.310681 0.0 -0.1 0.0
H -4.177717 3.482877 0.139936 0.0 0.1 0.0
H -4.413325 5.235815 0.037255 0.0 0.0 0.0
H -3.638455 4.536644 1.467852 0.0 0.0 -0.1
H 2.346261 1.516123 -1.275310 0.0 -0.1 -0.1
H 3.346187 2.620886 -0.293780 0.0 0.0 -0.1
H 3.749687 2.302847 -1.988559 0.0 0.0 0.1
H 1.157277 2.431961 -3.329720 0.0 0.1 0.0
H 2.459945 3.516705 -3.849184 -0.1 0.0 0.0
H 0.871510 4.184206 -3.447644 0.1 0.0 0.0
H 3.031861 5.086565 -0.508825 0.0 0.0 -0.1
H 2.135212 5.752366 -1.888151 0.1 0.0 0.0
H 3.688552 4.942110 -2.150977 0.0 0.0 0.0